No. 1
{"formula": "C8H10O2", "method": "ωB97M-V with the def2-TZVPD basis set", "elements": ["C", "C", "C", "C", "C", "C", "H", "H", "H", "H", "H", "H", "C", "C", "O", "O", "H", "H", "H", "H"], "coordinates": [[-1.9820, -1.3423, 0.3916], [-0.9213, -0.5297, 0.8341], [-0.8127, 0.7593, 0.5031], [-1.8946, 1.4213, -0.1745], [-3.0001, 0.5406, -0.5027], [-3.0570, -0.8886, -0.2801], [-1.7916, -2.4810, 0.7561], [-0.1613, -1.0818, 1.5029], [0.1120, 1.3501, 0.7441], [-1.9166, 2.4941, -0.3185], [-3.8131, 1.0663, -1.0467], [-4.0506, -1.2634, -0.3468], [3.6499, -0.8274, -0.2446], [2.3534, -0.0448, -0.2106], [1.3758, -0.2775, -0.8882], [2.6134, 1.1130, 0.5197], [3.7099, -1.4430, -1.1485], [4.4117, 0.1270, -0.1718], [3.9156, -1.4796, 0.6770], [1.6567, 1.4971, 0.4032]], "energy_ha": -461.249983, "orbital_gap_ev": 9.77, "homo_ev": -9.063, "lumo_energy_ev": 0.70, "spin_multiplicity": 1, "de_lowest_ev": 2.410}

No. 2
{"formula": "C34H35AgF2N8O3", "method": "ωB97M-V with the def2-TZVPD basis set", "elements": ["Ag", "C", "C", "N", "C", "C", "C", "O", "O", "C", "O", "C", "C", "C", "F", "C", "C", "C", "N", "C", "C", "N", "C", "C", "H", "H", "H", "H", "H", "H", "H", "H", "H", "H", "H", "H", "H", "H", "H", "H", "H", "H", "C", "C", "N", "C", "C", "N", "C", "N", "N", "N", "C", "C", "C", "C", "C", "C", "H", "H", "H", "H", "H", "H", "H", "H", "H", "H", "H", "F", "C", "C", "C", "C", "C", "C", "C", "H", "H", "H", "H", "H", "H"], "coordinates": [[-0.8501, 0.6537, 3.1341], [5.2897, 2.9545, -0.7699], [4.8878, 1.4932, -0.9654], [3.5447, 1.2383, -0.4939], [3.3801, 0.6789, 0.7517], [2.1954, 0.3612, 1.3078], [2.2097, -0.3350, 2.7020], [3.0627, -1.2082, 2.8440], [1.3832, 0.0853, 3.5337], [0.9697, 0.6473, 0.6044], [-0.1699, 0.3216, 0.9884], [1.1555, 1.2599, -0.7084], [0.0175, 1.4798, -1.4887], [0.1456, 1.8309, -2.8065], [-0.9747, 1.9138, -3.5879], [1.3900, 2.0756, -3.3715], [2.5257, 1.9638, -2.5730], [2.4395, 1.5035, -1.2545], [1.5891, 2.3819, -4.7541], [2.0209, 1.2547, -5.5503], [2.6896, 1.7980, -6.8109], [1.6957, 2.6285, -7.5456], [1.1762, 3.7372, -6.6932], [0.5570, 3.1248, -5.4371], [6.2956, 3.1226, -1.1503], [5.2650, 3.2091, 0.2875], [4.6007, 3.6126, -1.2945], [5.5694, 0.8499, -0.4049], [4.9665, 1.2118, -2.0204], [4.2863, 0.4675, 1.2988], [-0.9504, 1.3209, -1.0429], [3.4653, 2.2325, -3.0277], [1.1859, 0.5857, -5.8364], [2.7382, 0.6715, -4.9724], [3.0412, 0.9965, -7.4612], [3.5315, 2.4289, -6.5260], [0.9000, 2.0218, -7.7864], [2.1019, 2.9976, -8.4114], [0.4370, 4.3015, -7.2625], [2.0063, 4.3895, -6.4196], [-0.3102, 2.5084, -5.7340], [0.2004, 3.9167, -4.7784], [-0.1727, -2.9830, 2.6260], [-1.4328, -2.6804, 3.3357], [-1.9759, -1.4949, 3.4603], [-3.1287, -1.6517, 4.1725], [-3.2897, -2.9633, 4.4825], [-2.2033, -3.6219, 3.9554], [-1.9836, -5.0405, 4.0320], [-2.6014, -5.7477, 2.9460], [-1.9046, -6.0493, 1.8290], [-2.6548, -6.6100, 0.9745], [-3.9180, -6.7027, 1.4798], [-5.1060, -7.2093, 0.9481], [-6.2331, -7.1391, 1.7374], [-6.1948, -6.6025, 3.0296], [-5.0336, -6.0973, 3.5797], [-3.8996, -6.1396, 2.7812], [0.1426, -2.0944, 2.0863], [-0.3035, -3.8102, 1.9303], [0.6216, -3.2364, 3.3273], [-3.7531, -0.8110, 4.4102], [-4.0541, -3.4784, 5.0260], [-2.3974, -5.4154, 4.9753], [-0.9101, -5.2466, 3.9886], [-5.1202, -7.6338, -0.0425], [-7.1770, -7.5030, 1.3547], [-7.1034, -6.5845, 3.6129], [-5.0225, -5.6899, 4.5797], [1.8708, 5.4965, 0.4291], [0.9219, 4.8565, 1.1895], [1.1019, 4.7458, 2.5572], [0.1739, 4.0482, 3.2967], [-0.9519, 3.4437, 2.6986], [-1.8723, 2.6415, 3.4736], [-1.1242, 3.6461, 1.3136], [-0.1929, 4.3281, 0.5633], [1.9670, 5.1889, 3.0287], [0.3159, 3.9381, 4.3632], [-2.8945, 2.6552, 3.0939], [-1.8546, 2.8877, 4.5378], [-1.9959, 3.2286, 0.8276], [-0.3171, 4.4442, -0.5040]], "energy_ha": -2326.965878, "orbital_gap_ev": 2.62, "homo_ev": -4.406, "lumo_energy_ev": -1.79, "spin_multiplicity": 1, "de_lowest_ev": 0.286}